(1)
73
Properties=species:S:1:pos:R:3:forces:R:3:lowdin_charge:R:1 method="wB97M-V/def2-TZVPD" multiplicity=2 charge=+2 energy_ev=-82921.128 largest_force_ha_per_bohr=0.0220
V 0.0158 -2.3292 1.8524 -0.2 -0.6 0.0 1.082
O -0.7533 -0.5340 5.7099 0.0 0.0 -0.1 0.208
C -0.2082 -0.7675 4.5434 0.1 0.0 0.2 -0.417
O -0.4612 -1.7749 3.8945 -0.1 0.1 -0.3 0.044
C 0.7337 0.3484 4.1345 0.1 0.1 0.0 -0.073
O 1.5706 0.0193 3.0601 -0.1 0.0 0.0 -0.144
C 2.7636 -0.7060 3.3554 -0.1 0.1 0.1 -0.057
C 2.7579 -1.8343 2.3497 -0.5 -0.3 0.2 -0.464
O 3.5119 -2.0170 1.4594 0.1 -0.1 0.0 0.189
O 1.6018 -2.6067 2.5316 1.1 0.3 -0.2 -0.159
H -1.3857 -1.2377 5.9323 -0.1 0.0 0.1 0.168
H 1.2896 0.6702 5.0188 0.0 0.0 0.0 0.161
H 0.1095 1.1873 3.8164 0.0 0.0 0.0 0.161
H 2.7659 -1.0998 4.3744 0.0 0.0 0.0 0.157
H 3.6365 -0.0762 3.1930 0.0 0.0 0.0 0.149
N -0.5962 -4.3662 2.0034 -0.1 0.2 0.0 0.020
C -0.2099 -5.1185 0.7839 0.0 -0.1 0.1 -0.063
C 0.0471 -4.1469 -0.3487 0.1 0.4 0.2 -0.501
O 0.1110 -4.4200 -1.5000 0.0 -0.1 0.0 0.184
O 0.2308 -2.8717 0.1114 0.0 -0.2 -0.1 -0.247
H -0.2262 -4.8139 2.8382 0.0 0.0 0.0 0.136
H -1.6087 -4.3417 2.1032 0.0 0.0 0.0 0.126
H -0.9708 -5.8404 0.4944 0.0 0.0 0.0 0.148
H 0.7178 -5.6586 0.9747 0.0 0.0 0.0 0.153
C 2.4096 5.7288 -2.0995 0.0 0.0 0.0 -0.021
C 1.9790 4.3808 -1.5997 0.0 0.1 -0.1 -0.224
C 0.6696 3.9400 -1.7586 0.0 0.0 0.0 0.012
C 0.2540 2.6841 -1.3445 0.1 0.2 -0.1 -0.270
C -1.1710 2.3094 -1.6080 -0.1 -0.1 0.0 -0.041
C 1.2020 1.8552 -0.7265 0.0 0.0 0.1 -0.329
Te 0.9145 -0.1844 -0.4321 -0.3 0.1 0.0 2.006
N -0.4851 -0.5577 1.0175 0.1 -0.4 0.1 -0.250
C -1.7912 -0.8901 1.1268 0.1 0.3 0.1 -0.478
O -1.9487 -2.0207 1.7106 -0.1 0.2 -0.1 -0.062
C -2.9518 -0.0643 0.8202 0.1 0.0 0.0 -0.188
C -4.1515 -0.6770 0.4516 -0.1 0.0 0.0 -0.003
C -5.2690 0.1057 0.2295 0.0 0.0 0.0 -0.035
C -5.1965 1.4833 0.4132 0.0 0.0 0.0 -0.031
C -4.0105 2.0885 0.8079 0.0 -0.1 0.0 -0.046
C -2.8781 1.3150 1.0033 -0.1 0.1 0.0 -0.038
C -0.0313 -0.7202 -2.2187 -0.1 -0.1 0.1 -0.371
C -1.4021 -0.9008 -2.3265 -0.1 -0.1 -0.1 -0.111
C -1.9236 -1.3860 -3.5143 0.0 0.0 0.0 -0.044
C -1.0687 -1.6919 -4.5648 0.0 0.0 0.0 -0.029
C 0.2986 -1.5133 -4.4292 -0.1 0.0 0.0 -0.009
C 0.8541 -1.0320 -3.2467 0.1 0.0 -0.1 -0.299
C 2.3472 -0.8901 -3.1121 0.0 0.0 0.0 -0.053
C 2.5336 2.2752 -0.5141 0.0 0.1 0.1 -0.299
C 3.6242 1.5024 0.1930 0.0 0.0 0.0 -0.060
C 2.8850 3.5382 -0.9714 0.0 -0.1 0.1 0.002
H 1.5635 6.3142 -2.4519 0.0 0.0 0.0 0.085
H 3.1134 5.6173 -2.9256 0.0 0.0 0.0 0.099
H 2.9166 6.2907 -1.3152 0.0 0.0 0.0 0.094
H -0.0533 4.5947 -2.2313 0.0 0.0 0.0 0.134
H -1.3438 2.1716 -2.6768 0.0 0.0 0.0 0.110
H -1.8362 3.1011 -1.2637 0.0 0.0 0.0 0.098
H -1.4732 1.3943 -1.1066 0.0 0.1 0.0 0.021
H -4.1960 -1.7508 0.3267 0.0 0.0 0.0 0.129
H -6.1998 -0.3533 -0.0727 0.0 0.0 0.0 0.120
H -6.0787 2.0896 0.2560 0.0 0.0 0.0 0.122
H -3.9708 3.1573 0.9660 0.0 0.0 0.0 0.120
H -1.9485 1.7716 1.3204 0.0 0.0 0.0 0.120
H -2.0742 -0.6613 -1.5136 0.0 0.0 0.0 0.085
H -2.9919 -1.5194 -3.6173 0.0 0.0 0.0 0.118
H -1.4692 -2.0743 -5.4936 0.0 0.0 0.0 0.122
H 0.9564 -1.7608 -5.2525 0.0 0.0 0.0 0.128
H 2.8271 -0.9433 -4.0871 0.0 0.0 0.0 0.097
H 2.7690 -1.6916 -2.4991 0.0 0.0 0.0 0.096
H 2.6440 0.0739 -2.6836 0.0 0.0 0.0 0.066
H 3.3542 0.5159 0.5570 -0.1 -0.1 0.0 0.006
H 3.9679 2.0760 1.0551 0.0 0.0 0.0 0.100
H 4.4837 1.3696 -0.4649 0.0 0.0 0.0 0.103
H 3.9043 3.8750 -0.8185 0.0 0.0 0.0 0.139

---

(2)
71
Properties=species:S:1:pos:R:3:forces:R:3:lowdin_charge:R:1 method="wB97M-V/def2-TZVPD" energy_ev=-70196.132 largest_force_ha_per_bohr=0.0889
Sn -0.9616 -0.5694 -0.4687 1.2 0.6 0.6 1.001
S 1.7544 -1.7473 1.1090 0.0 -0.4 -0.4 0.928
C 0.9746 -2.0066 2.6938 -0.9 0.6 -0.8 -0.560
C 1.4255 -2.9346 3.6272 1.3 -0.6 -0.4 -0.094
C 0.7417 -3.0750 4.7979 -1.4 0.6 1.9 -0.069
C -0.3738 -2.2349 5.0680 0.8 -0.3 -1.1 -0.044
C -0.7955 -1.4238 4.0212 0.5 0.5 -0.3 -0.133
N -0.1638 -1.2896 2.8396 0.9 -1.1 1.0 0.034
H 2.3710 -3.5178 3.5031 -1.0 0.6 -0.3 0.122
H 1.0725 -3.7655 5.5830 0.0 0.3 -0.4 0.112
H -0.8574 -2.1403 6.0319 0.0 -0.4 -0.1 0.100
H -1.6230 -0.7405 4.1057 -0.4 0.0 0.3 0.102
O 0.5093 -0.6062 -4.4744 -0.1 0.0 0.3 0.068
C 0.4219 -0.3985 -3.2793 -3.7 -2.7 -0.1 -0.519
O -0.6089 -0.9762 -2.5241 2.4 1.6 -1.7 -0.301
C 1.3886 0.4898 -2.6728 0.4 0.3 2.2 -0.234
C 1.8490 1.5572 -3.3916 -0.2 0.3 -0.8 0.009
C 2.6063 2.4739 -2.6763 0.5 -0.4 0.4 0.001
C 3.0813 2.1950 -1.3863 -0.9 -1.7 -0.8 -0.127
C 3.9691 3.0919 -0.6889 0.1 0.6 -0.3 -0.056
C 4.5748 2.6975 0.4225 0.7 1.8 0.8 -0.047
C 4.5213 1.3055 0.9731 1.5 0.5 0.1 -0.211
C 3.5196 0.3515 0.3213 -0.1 -1.1 0.1 -0.158
C 2.7025 0.9189 -0.8090 0.2 2.2 -1.1 -0.157
N 1.7607 0.2176 -1.3946 0.4 -0.7 -0.6 0.124
H 1.5540 1.6289 -4.4715 0.4 0.2 1.3 0.145
H 2.9255 3.3688 -3.1651 0.2 0.6 -0.1 0.106
H 4.1140 4.0961 -1.1355 -0.1 -0.6 0.6 0.124
H 5.1315 3.5184 0.9965 -0.5 -1.6 -0.7 0.138
H 5.5169 0.8462 0.8107 -0.3 0.4 0.0 0.158
H 4.0689 -0.4913 -0.1513 -0.1 0.5 0.1 0.168
C -1.4070 2.7007 -0.7150 -0.4 1.6 -1.1 -0.066
C -2.5203 1.9406 0.0514 0.6 -1.5 -1.4 -0.696
C -2.1882 1.8791 1.5569 1.0 0.1 -0.1 -0.065
C -3.9344 2.4833 -0.0763 0.0 1.1 1.2 -0.058
O -2.5945 0.6202 -0.5804 -0.9 0.8 0.4 -0.473
H -1.3573 3.7807 -0.4260 -0.2 -0.6 -0.1 0.086
H -1.4229 2.6845 -1.8667 -0.6 -0.2 1.7 0.110
H -0.4259 2.3228 -0.4812 0.4 -0.5 0.4 0.032
H -2.0949 2.9142 1.9373 0.1 -0.5 0.0 0.093
H -1.3175 1.2448 1.8720 -0.3 0.8 -0.7 0.048
H -3.0009 1.4039 2.0516 -1.0 -0.3 0.5 0.059
H -3.9970 3.5368 0.2717 0.1 -0.4 -0.3 0.091
H -4.5837 1.9256 0.6081 0.1 -0.1 -0.2 0.078
H -4.3669 2.4175 -1.0515 0.1 -0.1 -0.8 0.067
S -2.2459 -2.7384 -0.4514 -1.2 -0.4 0.0 0.584
C -3.2388 -2.5469 -1.8793 1.2 0.2 1.5 -0.782
N -4.2461 -1.7001 -1.9910 -0.4 1.1 2.2 0.029
C -4.9145 -1.5224 -3.2650 0.3 1.3 0.0 -0.169
C -5.0658 -2.8676 -3.9597 1.1 0.7 -1.9 -0.138
C -3.6425 -3.4572 -4.1013 -0.2 0.3 -0.4 -0.153
N -2.8725 -3.3057 -2.8790 -0.2 -1.3 -0.6 0.017
H -4.3611 -0.9752 -1.2010 0.5 -1.5 -1.7 0.175
H -4.2700 -0.7857 -3.8066 -0.6 -0.7 -0.3 0.145
H -5.8506 -0.9966 -3.0638 -0.1 -0.3 -0.1 0.123
H -5.5229 -2.7455 -5.0008 0.6 -0.1 1.4 0.143
H -5.6601 -3.5537 -3.4103 -0.8 -0.4 0.7 0.100
H -3.0894 -2.9053 -4.8398 0.1 0.2 -0.7 0.117
H -3.6626 -4.5047 -4.4032 -0.1 0.0 0.1 0.122
H -2.0478 -3.8906 -2.7213 -0.6 0.5 -0.1 0.141
C 4.3857 1.3519 2.5454 0.9 1.3 -0.1 -0.253
C 2.9508 1.6809 2.8190 -1.1 -0.3 -0.1 -0.022
C 2.0981 0.8089 2.2892 -0.6 -0.3 -0.6 -0.041
C 2.7764 -0.2952 1.5189 0.0 -1.1 1.1 -0.597
C 3.8276 -0.8921 2.4591 1.5 -0.1 0.1 -0.092
C 4.6829 -0.0297 3.0103 -1.8 -0.2 -0.6 -0.033
H 5.1371 2.0827 2.9447 -0.9 -0.4 -0.4 0.152
H 2.5744 2.5106 3.3774 0.2 0.6 0.3 0.106
H 1.0017 0.7503 2.3033 0.5 0.6 0.2 0.096
H 3.9150 -1.9761 2.5568 -0.2 0.4 0.1 0.093
H 5.3814 -0.1909 3.7827 0.9 -0.5 0.5 0.100

---

(3)
70
Properties=species:S:1:pos:R:3:forces:R:3:lowdin_charge:R:1 method="wB97M-V/def2-TZVPD" multiplicity=2 charge=+2 energy_ev=-102477.642 largest_force_ha_per_bohr=0.0165
V -0.3496 -0.2676 -0.5871 -0.8 -0.1 -0.3 0.154
N -3.5637 2.7689 -0.5524 0.1 0.0 0.1 0.125
C -2.4896 2.0044 -0.3328 -0.3 0.2 0.1 -0.753
S -1.8152 1.1632 -1.7178 0.2 -0.2 0.1 0.754
N -1.9810 1.9345 0.8618 0.4 -0.4 -0.3 0.050
N -0.8729 1.1072 0.8692 -0.1 0.6 0.2 -0.081
C 0.0153 1.3443 1.7881 0.2 -0.3 0.2 -0.165
C -0.0608 2.3988 2.8146 0.1 0.1 -0.2 -0.188
C -1.1782 2.5467 3.6351 0.1 0.0 0.0 -0.020
C -1.1811 3.5288 4.6115 0.0 0.0 0.0 -0.045
C -0.0987 4.3867 4.7486 0.0 0.0 0.0 -0.045
C 1.0073 4.2597 3.9192 -0.1 -0.1 0.0 -0.049
C 1.0332 3.2559 2.9646 -0.1 0.1 0.0 -0.043
C 1.1482 0.3779 1.8176 -0.2 0.2 0.0 -0.194
C 2.0815 0.3118 2.8386 -0.1 -0.1 0.0 0.043
C 3.0097 -0.7203 2.8333 0.0 0.0 0.0 0.012
C 2.9759 -1.6587 1.8157 0.0 0.0 0.0 0.001
C 2.0285 -1.5170 0.8184 0.0 -0.1 0.0 -0.112
N 1.1455 -0.5172 0.8096 0.2 0.2 0.3 -0.043
H -3.9717 2.8503 -1.4657 0.0 0.0 0.0 0.104
H -3.9497 3.3048 0.2081 0.0 0.0 0.0 0.126
H -2.0333 1.8994 3.5166 -0.1 -0.1 0.0 0.112
H -2.0382 3.6351 5.2619 0.0 0.0 0.0 0.117
H -0.1173 5.1601 5.5042 0.0 0.0 0.0 0.119
H 1.8465 4.9337 4.0160 0.0 0.0 0.0 0.117
H 1.8967 3.1577 2.3176 0.0 0.0 0.0 0.119
H 2.0545 1.0331 3.6402 0.0 0.0 0.0 0.129
H 3.7376 -0.7981 3.6292 0.0 0.0 0.0 0.132
H 3.6598 -2.4942 1.7881 0.0 0.0 0.0 0.128
H 1.9545 -2.2282 0.0042 0.0 0.0 0.0 0.120
C 3.1436 -0.3842 -2.0986 0.1 0.0 -0.1 -0.210
P 1.5017 0.3842 -2.1279 -0.1 -0.1 0.1 0.861
C 1.8054 2.1329 -1.7389 0.1 0.1 -0.1 -0.208
C 0.9172 0.2987 -3.8282 0.0 0.0 -0.1 -0.386
C 1.5221 1.0031 -4.8644 0.0 0.0 0.0 -0.056
C 1.0223 0.8954 -6.1528 0.0 0.0 0.0 -0.032
C -0.0738 0.0816 -6.4086 0.0 0.0 0.0 -0.028
C -0.6746 -0.6312 -5.3813 0.0 0.0 0.0 -0.053
C -0.1819 -0.5247 -4.0853 0.0 -0.1 0.0 -0.390
P -0.8579 -1.4863 -2.7018 0.1 0.0 -0.1 0.728
C -2.5722 -1.8760 -3.1276 0.0 0.0 0.0 -0.236
C 0.0184 -3.0764 -2.7891 0.0 0.0 0.0 -0.219
H 3.7465 0.0460 -2.9007 0.0 0.0 0.0 0.066
H 3.0794 -1.4603 -2.2548 0.0 0.0 0.0 0.048
H 3.6383 -0.1870 -1.1472 0.0 0.0 0.0 0.055
H 2.7074 2.4791 -2.2468 0.0 0.0 0.0 0.064
H 1.9439 2.2617 -0.6635 0.0 0.0 0.0 0.045
H 0.9492 2.7264 -2.0582 0.0 0.0 0.0 0.054
H 2.3728 1.6469 -4.6757 0.0 0.0 0.0 0.117
H 1.4842 1.4499 -6.9577 0.0 0.0 0.0 0.123
H -0.4612 0.0033 -7.4150 0.0 0.0 0.0 0.124
H -1.5260 -1.2609 -5.6028 0.0 0.0 0.0 0.114
H -3.0551 -1.0007 -3.5592 0.0 0.0 0.0 0.052
H -3.1133 -2.1732 -2.2299 0.0 0.0 0.0 0.039
H -2.5933 -2.6999 -3.8417 0.0 0.0 0.0 0.068
H -0.0389 -3.4712 -3.8045 0.0 0.0 0.0 0.070
H -0.4404 -3.7774 -2.0925 0.0 0.0 0.0 0.044
H 1.0698 -2.9542 -2.5257 0.0 0.0 0.0 0.039
S -1.4077 -2.0902 0.1017 0.1 0.0 0.0 0.779
C -1.4970 -2.4974 1.8268 0.1 -0.2 0.0 -0.559
C -1.7148 -3.8552 2.0699 0.0 0.0 0.0 -0.113
C -1.8008 -4.3238 3.3701 0.0 0.0 0.0 -0.055
C -1.6826 -3.4459 4.4365 0.0 0.1 0.0 -0.051
C -1.4861 -2.0918 4.1965 0.0 -0.1 0.0 -0.057
C -1.3928 -1.6172 2.8986 0.0 0.2 -0.1 -0.095
H -1.8175 -4.5443 1.2421 0.0 0.0 0.0 0.104
H -1.9677 -5.3768 3.5499 0.0 0.0 0.0 0.118
H -1.7570 -3.8117 5.4511 0.0 0.0 0.0 0.117
H -1.4178 -1.3984 5.0238 0.0 0.0 0.0 0.114
H -1.2856 -0.5548 2.7368 0.0 0.0 -0.1 0.079